The following is a DFT calculation (ωB97M-V/def2-TZVPD) of a structure of composition C19H50N2O21 at a distorted geometry.

ORCA input file:
```
! RIJCOSX wB97M-V def2-TZVPD def2/J DEFGRID3
* xyz 0 1
C 2.72604 -1.40813 0.70640
O 3.57643 -2.49461 0.85719
H 3.33919 -0.53503 0.48315
H 1.95040 -1.63289 -0.02570
H 2.30692 -1.25022 1.70013
H 3.67381 -2.85331 -0.02794
C 0.53413 -3.13200 -0.28521
O -0.01626 -4.18710 -1.02125
H -0.15656 -2.40261 0.13794
H 1.19976 -3.38651 0.53957
H 1.05055 -2.52560 -1.02931
H -0.50712 -3.93554 -1.80698
C 1.59781 1.04945 2.73759
O 2.42923 0.22720 3.53532
H 1.58354 2.07776 3.09880
H 1.94105 1.06882 1.70323
H 0.59883 0.61350 2.74713
H 1.87757 -0.18198 4.20604
C -0.91276 -1.33004 2.87996
O -1.32893 -2.38226 3.76150
H -0.21056 -0.64097 3.34921
H -0.34665 -1.75968 2.05350
H -1.71712 -0.74500 2.43405
H -1.98906 -2.88792 3.28177
C -3.72689 0.46758 0.65735
O -4.27263 -0.26888 1.76166
H -4.43391 0.40927 -0.17019
H -3.77313 1.54983 0.77856
H -2.73485 0.15552 0.33089
H -4.27818 -1.20576 1.55233
C -0.45605 1.21764 0.43338
N 0.10714 -0.16107 0.21422
O -0.40625 -1.12843 0.79758
O 1.17285 -0.24994 -0.49956
H 0.31672 1.83737 0.88819
H -1.30607 1.16070 1.11331
H -0.63922 1.61736 -0.56401
C 0.03778 4.01821 -0.32651
N 1.48557 3.89430 -0.13059
O 1.75351 3.06741 0.68442
O 2.25780 4.42054 -0.85809
H -0.13076 4.77457 -1.09308
H -0.49297 4.41323 0.53971
H -0.41260 3.05280 -0.55728
C -4.36393 -1.35759 -2.76326
O -3.00306 -0.99052 -2.64970
C -2.63579 0.12818 -2.03255
O -3.43747 0.86340 -1.45131
O -1.28848 0.33105 -2.03207
C -0.31057 -0.56794 -2.54938
H -4.36562 -2.43501 -2.92837
H -4.87278 -0.87280 -3.59642
H -4.91588 -1.13377 -1.85037
H -0.32560 -0.66424 -3.63501
H -0.59046 -1.57026 -2.22516
H 0.69717 -0.23118 -2.30616
C 2.67994 -0.55845 -2.08935
O 2.44514 -1.87276 -2.62050
C 2.96214 -2.93245 -2.05078
O 3.65163 -3.04925 -1.01645
O 2.38574 -3.95646 -2.71618
C 2.52268 -5.35274 -2.45121
H 2.75197 0.21992 -2.84899
H 3.61962 -0.58143 -1.53747
H 1.86961 -0.36152 -1.38743
H 2.24405 -5.46170 -1.40307
H 3.51315 -5.76310 -2.64784
H 1.90190 -5.83648 -3.20537
C -0.28759 2.97351 -2.93871
O 0.99174 3.00938 -2.39210
C 1.66448 1.91190 -2.11313
O 1.36459 0.76351 -2.39566
O 2.59630 2.27512 -1.28067
C 3.43196 1.37270 -0.61876
H -0.93318 2.41070 -2.26449
H -0.44105 2.62541 -3.96017
H -0.67364 3.99269 -2.95714
H 4.02586 0.84125 -1.36235
H 3.00504 0.59902 0.01941
H 4.12691 1.96420 -0.02271
C -1.67600 3.68380 1.72124
O -2.48723 2.85774 2.53541
C -2.00138 1.70411 3.06795
O -0.86331 1.23386 2.89152
O -2.95922 1.12203 3.79683
C -2.76583 -0.11593 4.42884
H -1.35753 3.11480 0.84779
H -0.75217 4.00504 2.20236
H -2.14341 4.65088 1.53586
H -3.17506 -0.82604 3.71026
H -3.37659 -0.26556 5.31916
H -1.71644 -0.30505 4.65493
*
```

As for the HOMO energy: -7.81 eV. The total energy comes out at -66457.6372 eV.

The following is a DFT calculation (ωB97M-V/def2-TZVPD) of a cluster of 3 separate species, C19H50N7O4P2 in total at a distorted geometry.

ORCA input file:
```
! RIJCOSX wB97M-V def2-TZVPD def2/J DEFGRID3
* xyz -1 1
C -6.25189 1.77089 4.36987
C -5.33411 1.59092 3.03114
C -3.95230 0.91843 3.52936
C -2.62045 1.58768 2.92996
C -1.36039 0.95973 3.70671
N -2.64552 3.07467 2.85785
C -2.71614 3.72518 4.19797
C -1.30117 4.11013 4.83835
O -0.15661 3.84037 4.34355
O -1.33497 4.84892 6.02681
H -6.00307 0.94993 5.14135
H -7.36848 1.82584 4.13707
H -5.90395 2.75407 4.86883
H -5.89189 0.83374 2.35896
H -5.19601 2.60170 2.51736
H -3.94437 -0.21139 3.33693
H -3.89625 1.04325 4.67620
H -2.53841 1.21486 1.83382
H -1.56753 1.02815 4.83345
H -1.27784 -0.14265 3.35766
H -0.37150 1.46255 3.40938
H -1.73883 3.35817 2.43765
H -3.31087 3.15293 4.98267
H -3.27866 4.72453 4.04376
O -3.52900 0.16807 -2.17337
P -2.30536 -0.67494 -1.76796
N -2.05087 -1.25677 -3.34606
C -2.53239 -2.44330 -4.00695
C -1.46193 -0.31923 -4.29136
N -3.23656 -1.71258 -0.75748
C -3.53651 -3.10903 -0.98622
C -4.39363 -1.10038 -0.09955
N -0.88495 -1.59017 -1.26257
C -0.09046 -2.56169 -1.98527
C -0.61029 -1.62006 0.17413
H -1.69606 -2.97131 -4.48675
H -3.27283 -2.20933 -4.78374
H -2.99062 -3.17404 -3.35334
H -0.39953 -0.16720 -4.06586
H -1.96062 0.65412 -4.25075
H -1.52278 -0.66629 -5.32833
H -4.33729 -3.23573 -1.72987
H -3.87589 -3.58650 -0.05865
H -2.65718 -3.68220 -1.28323
H -5.25417 -1.03330 -0.77644
H -4.15104 -0.09567 0.25575
H -4.70218 -1.66782 0.78493
H -0.61112 -3.51695 -2.10040
H 0.85137 -2.77175 -1.46770
H 0.21797 -2.20001 -2.96793
H -1.03344 -2.51670 0.63877
H -1.03510 -0.74398 0.67047
H 0.46447 -1.60005 0.38055
O 3.21420 -1.67610 -1.25071
P 4.34278 -0.78456 -1.80369
N 5.46882 -1.29341 -0.63667
C 5.80917 -0.74564 0.65365
C 6.02554 -2.62698 -0.81613
N 3.51559 0.67668 -1.42196
C 3.88822 1.65350 -0.41919
C 2.04970 0.62181 -1.47879
N 5.61341 0.21089 -2.51978
C 6.94444 0.51710 -2.03831
C 5.20560 1.10234 -3.60494
H 6.89972 -0.64034 0.74061
H 5.46640 -1.38731 1.47569
H 5.41313 0.24256 0.84745
H 6.73481 -2.63476 -1.65245
H 5.24203 -3.36103 -1.02825
H 6.56691 -2.98382 0.06617
H 3.61471 1.32099 0.59224
H 3.37303 2.60470 -0.59865
H 4.94885 1.90576 -0.45515
H 1.62712 0.17941 -0.56923
H 1.71497 0.03417 -2.33788
H 1.61678 1.61956 -1.60396
H 6.92692 1.21743 -1.19896
H 7.55752 0.97395 -2.82302
H 7.49915 -0.37718 -1.74870
H 4.98776 2.10754 -3.23014
H 4.31212 0.72244 -4.10567
H 5.97976 1.18248 -4.37509
*
```

As for the HOMO energy: -3.72 eV. The total energy comes out at -57706.0654 eV.

The following is a DFT calculation (ωB97M-V/def2-TZVPD) of a structure of composition C19H51AgAsN4Si3.

ORCA input file:
```
! RIJCOSX wB97M-V def2-TZVPD def2/J DEFGRID3
* xyz 1 1
Ag -0.40262 0.44492 0.62103
C -0.03344 1.52570 4.20696
C 1.00769 0.57819 3.61150
N 1.41868 0.85424 2.23266
C 2.22554 2.05039 1.98158
C 1.41264 3.30150 1.68027
N 0.47027 3.11515 0.57747
C -0.39021 4.29384 0.42788
C -1.58668 4.14304 -0.53378
C -1.93120 2.76483 -1.08007
N -2.29595 1.74155 -0.08041
C -3.13130 2.15529 1.04405
C -3.18006 1.07308 2.11692
N -1.85260 0.74918 2.65697
C -1.23396 1.88917 3.33959
H 0.44321 2.46225 4.50774
H -0.37608 1.06757 5.13919
H 0.60118 -0.43627 3.60151
H 1.87296 0.56337 4.28771
H 1.94592 0.05057 1.91424
H 2.86185 1.83416 1.11841
H 2.89959 2.26798 2.82049
H 2.11510 4.12610 1.49430
H 0.84049 3.59366 2.56236
H 1.00290 2.97972 -0.27720
H 0.20045 5.16693 0.12378
H -0.76377 4.53362 1.42673
H -1.42668 4.77542 -1.40899
H -2.47347 4.56047 -0.05372
H -1.08770 2.36331 -1.64833
H -2.75000 2.91393 -1.79418
H -2.77714 0.99596 -0.57278
H -4.15873 2.39471 0.74392
H -2.71325 3.06518 1.47321
H -3.60390 0.15753 1.69580
H -3.85954 1.41646 2.90765
H -1.95308 -0.02275 3.30671
H -1.96687 2.41421 3.96894
H -0.91998 2.58619 2.56501
C 2.15620 -4.42288 -1.03389
Si 1.26685 -3.31865 0.18494
C -0.17629 -4.20094 0.98177
C 2.44781 -2.70195 1.50274
As 0.39242 -1.42007 -0.89912
Si 2.01328 -0.67823 -2.43877
C 2.07584 -1.78701 -3.94287
C 3.65015 -0.65522 -1.52907
C 1.53012 1.06828 -2.90512
Si -1.47864 -2.13703 -2.13492
C -1.89360 -0.75721 -3.33153
C -1.14378 -3.73949 -3.03861
C -2.86918 -2.35183 -0.90017
H 2.51758 -5.32556 -0.53486
H 3.02182 -3.91916 -1.46781
H 1.50128 -4.73171 -1.85124
H 0.18554 -5.00900 1.62288
H -0.84121 -4.64352 0.23863
H -0.76406 -3.51981 1.60113
H 2.94346 -3.54912 1.98400
H 1.91424 -2.14925 2.28099
H 3.22602 -2.05938 1.08717
H 2.28488 -2.82200 -3.66928
H 2.86112 -1.45584 -4.62724
H 1.13207 -1.76700 -4.49087
H 3.97391 -1.65659 -1.24331
H 3.59102 -0.04661 -0.62299
H 4.42787 -0.22676 -2.16623
H 0.54813 1.10151 -3.37951
H 2.25433 1.50471 -3.59686
H 1.49373 1.69712 -2.01135
H -1.12961 -0.64667 -4.10276
H -1.98469 0.20160 -2.81460
H -2.84194 -0.96166 -3.83476
H -0.29189 -3.65301 -3.71474
H -2.01587 -4.02308 -3.63345
H -0.94140 -4.55502 -2.34219
H -2.98660 -1.46163 -0.27689
H -2.68869 -3.19677 -0.23288
H -3.81248 -2.53390 -1.42145
*
```

As for the HOMO energy: -10.56 eV. The total energy comes out at -114961.0620 eV.

The following is a DFT calculation (ωB97M-V/def2-TZVPD) of a structure of composition C19H51AgN4O5 at a distorted geometry.

ORCA input file:
```
! RIJCOSX wB97M-V def2-TZVPD def2/J DEFGRID3
* xyz 0 1
Ag 19.57243 0.14940 -3.96684
C 22.27752 -2.44695 -10.28229
C 21.03690 -2.39963 -9.43226
C 20.44012 -3.77122 -9.22436
O 21.14476 -1.57671 -8.29376
H 22.24034 -3.07914 -11.16945
H 23.07261 -2.73234 -9.59346
H 22.48236 -1.43937 -10.64412
H 20.34852 -1.90046 -10.11423
H 20.50102 -4.29736 -10.17702
H 19.40066 -3.61934 -8.93358
H 20.95472 -4.41210 -8.50843
C 21.75645 5.64729 -2.52097
C 21.01594 4.29848 -2.32456
C 19.49277 4.46193 -2.54888
O 18.70783 3.27409 -2.34507
C 17.29452 3.50775 -2.29459
N 21.58280 3.23231 -3.19612
H 21.47864 6.22702 -1.64072
H 21.43143 6.20645 -3.39835
H 22.82531 5.44265 -2.58225
H 21.15107 4.10001 -1.26133
H 19.40287 4.63170 -3.62181
H 19.07106 5.28784 -1.97607
H 17.02941 4.06656 -3.19212
H 16.96872 4.12758 -1.45928
H 16.80656 2.53380 -2.25733
H 22.55328 3.01097 -3.02501
H 21.51240 3.58285 -4.14072
C 15.03574 0.76163 -9.58760
C 14.93631 0.44583 -8.07927
C 14.31469 -0.96282 -7.87008
O 12.99103 -0.82366 -8.34160
C 12.18077 -2.01807 -8.25498
N 16.25748 0.66214 -7.47748
H 15.79189 0.17026 -10.10395
H 15.24448 1.82365 -9.71663
H 14.08721 0.53353 -10.07377
H 14.29481 1.17113 -7.57873
H 14.26522 -1.22806 -6.81400
H 14.86990 -1.72941 -8.41061
H 12.46120 -2.68907 -7.44305
H 12.37008 -2.56976 -9.17579
H 11.11318 -1.79864 -8.26847
H 16.98757 0.12930 -7.92821
H 16.53286 1.61358 -7.67506
C 16.86455 -4.04521 -3.51189
C 16.40124 -3.51533 -2.08431
C 16.06074 -4.61828 -1.00274
O 15.00044 -5.50704 -1.37444
C 13.74690 -4.78681 -1.47148
N 17.62382 -2.85375 -1.63798
H 16.09579 -4.67377 -3.96132
H 17.75381 -4.66262 -3.38489
H 17.09974 -3.26307 -4.23371
H 15.58863 -2.78884 -2.08310
H 15.78458 -4.17885 -0.04423
H 16.98002 -5.12616 -0.71108
H 13.81735 -4.20641 -2.39142
H 13.59060 -4.16983 -0.58659
H 12.90878 -5.48058 -1.53759
H 18.33583 -3.56974 -1.61559
H 17.56277 -2.55887 -0.67391
C 24.72100 -5.13432 -4.71125
C 23.75713 -4.93180 -3.56054
C 24.44690 -5.09032 -2.15301
O 25.06140 -6.40123 -1.98587
C 25.18543 -6.72734 -0.64724
N 23.21422 -3.57998 -3.62260
H 25.25896 -6.07936 -4.63640
H 25.51150 -4.41909 -4.93848
H 24.08530 -5.19495 -5.59461
H 22.95292 -5.65571 -3.69205
H 23.61650 -5.09081 -1.44694
H 25.17573 -4.30678 -1.94574
H 24.22483 -7.11999 -0.31380
H 25.54956 -5.92571 -0.00467
H 25.79591 -7.62607 -0.55952
H 22.96057 -3.46453 -4.59339
H 23.93500 -2.88779 -3.47606
*
```

As for the HOMO energy: -5.55 eV. The total energy comes out at -40717.9198 eV.

The following is a DFT calculation (ωB97M-V/def2-TZVPD) of a structure of composition C19H51BaF3N3O12S at a distorted geometry.

ORCA input file:
```
! RIJCOSX wB97M-V def2-TZVPD def2/J DEFGRID3
* xyz 1 1
Ba -1.18481 3.61617 -1.44241
C 0.61572 0.13875 1.66670
F 1.17336 -0.99021 1.99303
F -0.35435 0.46328 2.52358
F 1.49877 1.12920 1.60903
S -0.16511 -0.03960 -0.05102
O -0.59010 1.32519 -0.43550
O 0.84499 -0.59375 -0.92661
O -1.31405 -0.90769 0.13232
C 3.72247 4.59709 -2.14111
C 2.38666 4.04630 -1.63726
C 2.24782 4.17871 -0.11556
O 0.92165 3.78314 0.27897
C 0.76303 3.91628 1.67941
N 1.29955 4.83183 -2.29584
H 4.50842 4.21512 -1.48497
H 3.77150 5.67613 -2.27892
H 3.96204 4.19002 -3.12711
H 2.24277 2.99906 -1.91465
H 2.45639 5.21209 0.18448
H 2.97968 3.55175 0.39732
H -0.24634 3.56906 1.93106
H 0.81741 4.95987 1.99679
H 1.39413 3.24417 2.26309
H 1.23593 5.76921 -1.89654
H 1.63961 5.03249 -3.23342
C 1.26885 -4.37308 0.79612
C 2.33080 -4.29750 -0.32816
C 2.90290 -5.61804 -0.82455
O 3.65346 -6.38920 0.10478
C 4.58497 -5.60185 0.85308
N 1.83338 -3.50356 -1.47163
H 0.60529 -3.52204 0.68431
H 1.68650 -4.36072 1.80249
H 0.64857 -5.25951 0.62740
H 3.10249 -3.64121 0.09703
H 3.42116 -5.41804 -1.76302
H 2.00398 -6.22507 -0.97305
H 5.20281 -6.35012 1.34511
H 4.02804 -5.04937 1.61706
H 5.13947 -4.89019 0.23941
H 1.48403 -2.58848 -1.18925
H 1.01243 -4.00985 -1.80627
C -4.06370 3.29066 2.77232
C -3.26094 2.60351 1.68251
C -3.78669 1.20745 1.34982
O -5.08519 1.34680 0.77753
C -5.64109 0.07053 0.54482
N -3.23259 3.46579 0.45150
H -4.06665 2.64663 3.65598
H -5.10446 3.37625 2.45324
H -3.63860 4.24103 3.09619
H -2.23058 2.56643 2.05001
H -3.87610 0.55691 2.22205
H -3.11836 0.78022 0.60036
H -4.93401 -0.69325 0.18950
H -6.32693 0.12407 -0.30219
H -6.08753 -0.32018 1.46335
H -4.15860 3.27747 0.04707
H -3.35831 4.41415 0.80936
C 3.46150 0.64681 -3.50737
C 3.74288 0.55810 -5.00084
O 3.16887 -0.56507 -5.62688
O 2.09583 0.91630 -3.26151
H 4.08994 1.44211 -3.08635
H 3.75221 -0.25121 -2.95238
H 4.82118 0.61101 -5.19116
H 3.33113 1.47061 -5.43804
H 3.37225 -1.33924 -5.08958
H 1.66383 0.23861 -2.72890
C -0.80093 -2.13708 4.52945
C -1.17359 -3.15204 5.59444
O -1.11774 -2.56035 6.88308
O -1.79551 -1.15436 4.29888
H -0.59735 -2.69037 3.60183
H 0.11550 -1.64714 4.87752
H -0.40809 -3.92810 5.56587
H -2.13264 -3.63525 5.38159
H -1.77044 -1.85059 6.89443
H -1.41688 -0.44118 3.78008
C -3.12687 -1.65043 -3.29175
C -3.73326 -0.34265 -2.80994
O -2.84131 0.44038 -2.03989
O -2.90842 -2.61347 -2.24745
H -2.11895 -1.44091 -3.67048
H -3.75987 -2.12455 -4.03817
H -4.62135 -0.65085 -2.24348
H -4.02642 0.25365 -3.67302
H -2.52871 0.01329 -1.23228
H -2.30278 -2.18628 -1.62690
*
```

As for the HOMO energy: -10.68 eV. The total energy comes out at -69245.9998 eV.